No. 1
This record from the OMol25 dataset describes an isolated molecule of C3H8N4O in a non-equilibrium geometry. The level of theory is wB97M-V/def2-TZVPD.

For the gap between HOMO and LUMO, the calculation gives 10.056 eV. The calculation puts the energy above the lowest of the compared OMol25 structures with the same formula, charge and spin at 116.46 kcal/mol. As for the charge: 0.

Each line ends with the Löwdin charge.
Element x y z (Å)
1 C 1.29238 0.56312 -1.77964  -0.0799
2 N 0.08981 0.39973 -2.03626  0.0457
3 N -0.94331 0.93066 -0.88084  -0.0977
4 O -0.53482 2.22805 -0.46172  -0.0451
5 C -0.71086 0.01977 0.16688  -0.5135
6 N -1.56074 -1.05043 0.11534  0.1735
7 N 0.38053 0.13466 0.83667  -0.0116
8 C 0.77230 -0.90170 1.76309  -0.1391
9 H 2.05696 0.31803 -2.50854  0.0703
10 H 1.51851 0.82705 -0.67247  0.0961
11 H -1.13217 2.80889 -0.94679  0.0964
12 H -2.38278 -0.97884 -0.45658  0.0970
13 H -1.49050 -1.78242 0.80083  0.0873
14 H 0.91672 -1.87021 1.26832  0.0776
15 H 0.02385 -1.04620 2.55163  0.0751
16 H 1.70411 -0.60016 2.24009  0.0679

Forces on the atoms, in the same order (eV/Å):
C 0.7 0.6 3.1
N -2.4 0.5 -0.6
N 0.9 0.5 -1.6
O 0.2 -0.7 0.0
C 1.9 -1.0 0.8
N 0.1 0.3 0.2
N -1.1 0.1 0.2
C -0.4 0.1 0.1
H -0.1 -0.1 -0.1
H 0.3 0.0 -1.8
H 0.0 -0.2 -0.1
H 0.0 0.0 0.1
H 0.0 0.1 -0.1
H 0.1 0.0 0.0
H 0.0 0.0 0.1
H 0.0 -0.1 0.0



No. 2
This record from the OMol25 dataset describes C3H8N4O as an isolated structure in a non-equilibrium geometry. The level of theory is wB97M-V/def2-TZVPD.

For the gap between HOMO and LUMO, the calculation gives 8.586 eV. The calculation puts the energy above the lowest of the compared OMol25 structures with the same formula, charge and spin at 222.45 kcal/mol. As for the charge: 0.

Each line ends with the Löwdin charge.
Element x y z (Å)
1 C 0.21745 -1.38904 -0.13565  -0.1873
2 C 0.22182 -0.57406 -1.39720  -0.1452
3 C -0.36896 0.76084 0.43327  -0.4694
4 H -0.46626 0.39417 2.67610  0.2069
5 H -1.65933 -1.49071 2.42291  0.1787
6 H 1.40188 -1.39295 0.26123  0.1775
7 H -0.17244 -2.40103 -0.47102  0.1225
8 H -0.50038 -0.61767 -2.15674  0.0901
9 H 1.34237 -0.87303 -1.80736  0.1730
10 H -0.53338 2.18906 -2.11110  0.2212
11 H 0.99886 2.50987 -0.12800  0.2206
12 N -0.50792 -0.88274 2.26619  -0.0522
13 N -0.69634 -0.61962 0.81075  -0.1873
14 N 0.33786 0.71708 -0.68315  -0.2830
15 N 0.72180 1.92982 -1.26796  0.0048
16 O -0.33703 1.74002 1.28774  -0.0710

Forces on the atoms, in the same order (eV/Å):
C 0.5 -1.6 1.1
C 5.8 0.9 1.3
C 1.2 -0.2 5.7
H -0.8 -4.6 -1.5
H 4.4 3.0 0.3
H -3.4 -0.3 -0.7
H 0.6 0.8 1.4
H -1.3 -0.2 -0.7
H -3.1 1.2 0.2
H 3.7 0.3 3.0
H -2.1 -1.2 -4.4
N -4.2 1.8 -0.4
N 1.6 1.1 -0.8
N -0.1 1.0 -2.4
N -1.8 0.9 0.9
O -0.8 -3.0 -2.9



No. 3
This record from the OMol25 dataset describes an isolated molecule of C3H8N4O in a non-equilibrium geometry. The level of theory is wB97M-V/def2-TZVPD.

For the gap between HOMO and LUMO, the calculation gives 9.417 eV. The calculation puts the energy above the lowest of the compared OMol25 structures with the same formula, charge and spin at 122.88 kcal/mol. As for the charge: 0.

Each line ends with the Löwdin charge.
Element x y z (Å)
1 C -1.39714 -1.83249 0.42318  -0.1072
2 N -1.04095 -0.94248 -0.78907  -0.1106
3 N -0.07811 -0.01383 -0.36917  -0.1186
4 C 1.25278 -0.25282 -0.80875  -0.1868
5 O 2.00706 0.74498 -0.88621  -0.0392
6 C -0.56238 1.31169 0.16485  -0.1381
7 N 0.13244 2.16380 0.76166  -0.0102
8 N 1.41371 1.82760 1.14793  0.0324
9 H -2.16785 -2.71767 -0.11789  0.1288
10 H -1.99778 -1.03811 1.17619  0.1265
11 H -0.52575 -2.44807 0.85658  0.0679
12 H -0.64846 -1.36646 -1.60047  0.0773
13 H 1.39026 -1.18863 -1.41106  0.1464
14 H -1.47914 1.55646 -0.33737  0.1070
15 H 1.94566 1.54504 0.33131  -0.0067
16 H 1.75565 2.65099 1.45828  0.0311

Forces on the atoms, in the same order (eV/Å):
C -2.5 -0.8 -2.0
N -0.5 0.1 3.0
N 2.1 0.4 0.0
C -1.9 3.9 -0.8
O 0.0 -3.5 -1.4
C 0.9 -2.1 -2.4
N 0.2 -0.2 0.4
N -2.0 -1.4 0.5
H 1.9 2.7 2.0
H 1.8 -2.8 -1.9
H -1.2 1.4 -0.4
H -0.1 -1.0 -0.4
H 0.1 0.3 1.0
H -0.6 0.0 0.5
H 0.2 -0.3 0.0
H 1.6 3.0 1.7



No. 4
This record from the OMol25 dataset describes C3H8N4O as an isolated structure in a non-equilibrium geometry. The level of theory is wB97M-V/def2-TZVPD.

For the gap between HOMO and LUMO (alpha / beta), the calculation gives 6.865 / 7.468 eV. The calculation puts the energy above the lowest of the compared OMol25 structures with the same formula, charge and spin at 0.00 kcal/mol. The expectation value of S² is 2.02. As for the charge: +2. Its spin multiplicity is 3.

Each line ends with the Löwdin charge.
Element x y z (Å)
1 C 1.92527 0.77099 -0.09778  0.0222
2 C -0.39372 1.33659 0.20784  -0.0933
3 C -2.00484 -0.38839 -0.07862  -0.0801
4 N 1.56347 -0.45015 -0.36231  -0.0243
5 N 0.82501 1.68373 0.02218  0.1598
6 N -0.75617 0.09322 -0.01824  0.0766
7 N -2.33521 -1.63808 -0.07488  0.2507
8 O 2.42882 -1.44487 -0.40259  0.1928
9 H 2.87163 1.09318 0.13874  0.1420
10 H -1.09169 2.10643 0.64427  0.2034
11 H -2.74275 0.40671 0.14452  0.1834
12 H 1.14383 2.67280 0.06567  0.2185
13 H 0.26987 -0.57134 -0.04978  0.1521
14 H -1.60806 -2.32082 -0.29916  0.1653
15 H -3.32424 -1.90666 -0.13277  0.1777
16 H 3.22876 -1.44333 0.29293  0.2531

Forces on the atoms, in the same order (eV/Å):
C -2.7 6.1 1.0
C -4.0 2.2 0.9
C -0.4 2.3 2.0
N -0.1 -6.0 -1.1
N 6.8 -0.6 0.0
N 0.4 -3.7 0.1
N 0.3 -0.2 -1.0
O 1.3 0.2 1.8
H 2.2 1.0 -0.1
H 0.5 -0.7 -1.0
H -0.2 -0.8 -0.6
H -0.6 -0.8 0.3
H -1.8 0.6 -1.1
H -0.6 -0.2 0.2
H 0.5 0.0 0.1
H -1.7 0.5 -1.6



No. 5
This record from the OMol25 dataset describes an isolated molecule of C3H8N4S in a non-equilibrium geometry. The level of theory is wB97M-V/def2-TZVPD.

For the gap between HOMO and LUMO, the calculation gives 9.251 eV. The calculation puts the energy above the lowest of the compared OMol25 structures with the same formula, charge and spin at 54.47 kcal/mol. As for the charge: 0.

Each line ends with the Löwdin charge.
Element x y z (Å)
1 C -0.92172 -1.08854 1.61318  -0.1457
2 N 0.40218 -0.47741 1.70308  -0.0107
3 C 1.00344 -0.07431 0.65179  -0.3929
4 N 2.08941 0.84167 0.83388  0.0965
5 C 0.44051 -0.07726 -0.89054  -0.7989
6 S 1.20801 -0.57999 -2.19366  0.7020
7 N -0.74733 0.61793 -0.91070  -0.1477
8 N -1.36668 0.83235 -2.12567  -0.0432
9 H -0.73961 -2.13192 1.94870  0.0731
10 H -1.57823 -0.67053 2.46797  0.1037
11 H -1.23651 -1.12813 0.52236  0.0755
12 H 2.74917 0.52456 0.04322  0.1039
13 H 2.41594 0.72021 1.72739  0.0387
14 H -1.33246 0.82177 -0.11302  0.1318
15 H -1.40659 0.03435 -2.72119  0.0379
16 H -0.97953 1.83525 -2.55678  0.1761

Forces on the atoms, in the same order (eV/Å):
C 0.8 -1.1 0.6
N -0.1 0.4 -1.1
C -1.3 1.5 0.1
N -0.7 -2.2 -5.6
C -0.9 1.7 3.9
S 0.9 -0.7 -0.9
N 1.0 -1.0 -1.1
N 0.1 4.9 -0.3
H -0.5 0.3 -0.3
H 0.6 -0.3 -2.0
H -0.6 0.0 1.8
H -0.5 1.2 1.9
H 1.4 -0.3 2.5
H 0.5 -0.1 0.1
H 0.6 -0.2 -0.6
H -1.2 -4.1 0.9



No. 6
This record from the OMol25 dataset describes a 2-piece molecular cluster, C3H8N5 overall in a non-equilibrium geometry. The level of theory is wB97M-V/def2-TZVPD.

For the gap between HOMO and LUMO, the calculation gives 8.915 eV. The calculation puts the energy above the lowest of the compared OMol25 structures with the same formula, charge and spin at 91.62 kcal/mol. As for the charge: +1.

Each line ends with the Löwdin charge.
Element x y z (Å)
1 C -0.73731 -1.53056 0.95411  -0.0534
2 C 1.05799 -2.16381 -0.26235  -0.1372
3 C 0.45642 0.15983 -0.31839  -0.3611
4 N 0.08524 -2.53113 0.52137  0.1179
5 N -0.70561 -0.33853 0.50277  -0.1136
6 N 1.30412 -0.90031 -0.59897  0.1142
7 N -0.09715 1.00593 -1.31970  0.0574
8 N -1.60399 0.56517 0.76644  0.1272
9 H -1.30485 -1.85711 1.71407  0.1206
10 H 1.70855 -2.99945 -0.57662  0.1589
11 H 0.82185 1.27693 0.87636  0.2491
12 H 2.11336 -0.74580 -1.28844  0.2149
13 H -0.53199 0.38861 -2.11887  0.1629
14 H 0.57065 1.67723 -1.70273  0.0986
15 H -2.44261 0.40918 1.33512  0.1600
16 H -1.44418 1.51787 0.73887  0.0836

Forces on the atoms, in the same order (eV/Å):
C 2.7 -1.4 -1.9
C -0.5 -2.0 1.1
C -1.8 4.1 3.5
N 0.5 0.7 -0.4
N 1.8 -0.5 -0.9
N 2.5 0.2 -2.4
N 0.0 -1.9 -2.0
N -3.7 0.4 1.4
H -2.8 -0.3 2.5
H -0.1 1.0 -0.3
H -0.1 -2.5 -3.0
H -1.8 0.0 1.6
H 1.1 1.7 1.7
H -0.3 -0.3 0.1
H 0.9 -1.0 -0.3
H 1.5 1.9 -0.7



No. 7
This record from the OMol25 dataset describes an isolated ion of composition C3H8N5 and charge +1 in a non-equilibrium geometry. The level of theory is wB97M-V/def2-TZVPD.

For the gap between HOMO and LUMO, the calculation gives 7.844 eV. The calculation puts the energy above the lowest of the compared OMol25 structures with the same formula, charge and spin at 75.70 kcal/mol. As for the charge: +1.

Each line ends with the Löwdin charge.
Element x y z (Å)
1 N 2.32764 -0.69505 0.37282  -0.0145
2 C 1.45002 -0.16561 -0.70486  -0.2515
3 C 0.54794 1.04838 -0.10889  -0.0835
4 C -0.77676 0.35940 0.43921  -0.1489
5 N -1.19211 0.06702 1.76796  0.1502
6 N -2.37582 -0.55192 1.56965  0.0948
7 N -2.66008 -0.64605 0.27674  0.0360
8 N -1.71622 -0.09529 -0.52384  0.1692
9 H 2.12686 -0.22014 1.26291  0.0690
10 H 3.31541 -0.59583 0.12646  0.0812
11 H 2.01094 0.23223 -1.60229  0.1244
12 H 0.76858 -1.02277 -1.03748  0.1051
13 H 0.29883 1.80634 -0.92121  0.1277
14 H 1.08858 1.62321 0.70107  0.1298
15 H -3.50897 -1.10618 -0.07180  0.2063
16 H -1.70485 -0.03772 -1.54644  0.2049

Forces on the atoms, in the same order (eV/Å):
N -0.3 0.7 -0.6
C -0.2 0.3 0.5
C -0.8 -0.8 0.0
C 0.5 0.8 -0.9
N -1.4 -0.4 -5.2
N 0.7 0.3 -1.3
N 0.2 0.1 0.8
N 1.7 0.7 4.7
H 0.5 -0.4 -0.6
H -0.5 0.0 0.3
H -0.5 -0.6 1.1
H 0.8 1.3 0.1
H 0.0 -1.1 1.0
H -0.7 -0.9 -0.8
H 0.4 0.2 0.3
H -0.2 -0.1 0.5



No. 8
This record from the OMol25 dataset describes an isolated ion of composition C3H8N5 and charge +1. The level of theory is wB97M-V/def2-TZVPD.

For the gap between HOMO and LUMO, the calculation gives 8.969 eV. The calculation puts the energy above the lowest of the compared OMol25 structures with the same formula, charge and spin at 48.13 kcal/mol. As for the charge: +1.

Each line ends with the Löwdin charge.
Element x y z (Å)
1 N 2.32760 -0.04987 -0.42934  0.0176
2 C 1.45932 0.48705 0.60815  -0.2604
3 C 0.25462 1.15560 -0.03637  -0.0748
4 N -0.80907 0.19668 -0.37585  -0.1004
5 N -1.14510 -0.16681 -1.56389  0.1482
6 N -2.10816 -1.06499 -1.48302  0.1109
7 C -2.37063 -1.23486 -0.19902  -0.0581
8 N -1.58728 -0.43467 0.50768  0.1811
9 H 1.91930 -0.87896 -0.84973  0.0757
10 H 3.20526 -0.35815 -0.02631  0.0870
11 H 1.99771 1.26104 1.15063  0.1282
12 H 1.13082 -0.25015 1.35385  0.1097
13 H -0.20426 1.92298 0.58488  0.1381
14 H 0.54218 1.58869 -0.99242  0.1419
15 H -3.10597 -1.88572 0.24442  0.1529
16 H -1.50633 -0.28786 1.50634  0.2023

Forces on the atoms, in the same order (eV/Å):
N -0.2 -0.3 0.2
C 0.1 -0.1 -0.2
C 0.0 0.3 0.0
N -0.4 -0.1 0.0
N 0.2 -0.1 -0.1
N 0.0 0.0 -0.1
C -0.3 0.0 0.0
N 0.5 0.1 0.2
H 0.0 0.0 -0.1
H 0.1 0.1 -0.1
H 0.0 0.1 0.0
H 0.0 0.0 0.1
H 0.0 0.0 0.1
H 0.0 0.0 0.0
H 0.0 -0.1 -0.1
H 0.0 0.0 0.0



Which value of charge does entry 5 give? 0



Which value of energy above the lowest of the compared OMol25 structures with the same formula, charge and spin does entry 2 give? 222.45 kcal/mol